[1]
Computed, not measured: C13H29Br2N3NiO6 as an isolated structure at a distorted geometry, with ωB97M-V with the def2-TZVPD basis set.

Results
* frontier orbital gap (alpha / beta): 0.1939 / 0.1627 Eh
* relative energy (zero: lowest compared OMol25 entry of this formula, charge and spin): 0.00 kcal/mol
* net charge: +2
* 2S+1: 3
* highest occupied orbital energy (alpha / beta): -14.4 / -14.4 eV
* strongest force on any atom: 3.974 eV Å⁻¹

CARTESIAN COORDINATES (ANGSTROEM)
Br (-19.4287, -21.8650, 7.3950)
Br (-22.5685, -23.5891, 7.6771)
Ni (-21.1206, -19.2007, 2.8892)
O (-16.4893, -19.5304, 8.3472)
O (-23.3533, -19.8228, 4.1527)
O (-19.6415, -14.2255, 7.4307)
O (-24.8048, -20.2299, 5.6171)
O (-19.3938, -14.9656, 5.4506)
O (-21.0784, -18.1859, 4.4086)
N (-20.0835, -14.7564, 6.4340)
N (-16.4020, -19.0066, 7.2702)
N (-24.2963, -19.4459, 4.8647)
C (-16.8276, -16.8452, 8.2969)
C (-14.4856, -20.6969, 6.7225)
C (-24.7987, -18.0123, 4.9178)
C (-21.2175, -21.1867, 6.8751)
C (-15.7431, -19.9703, 6.1869)
C (-21.5319, -15.1154, 6.3342)
C (-17.1258, -17.7340, 7.0552)
C (-18.6183, -17.9956, 7.0118)
C (-16.4700, -16.9717, 5.8935)
C (-15.2520, -19.0358, 5.0406)
C (-16.8114, -20.9662, 5.7385)
C (-16.1869, -17.8509, 4.6791)
C (-22.0634, -22.3025, 6.2973)
H (-13.6212, -20.1076, 7.0222)
H (-15.4690, -16.6518, 6.1884)
H (-14.9798, -19.5844, 4.1381)
H (-24.0259, -17.4601, 5.4465)
H (-15.7755, -16.6031, 8.4507)
H (-17.0212, -16.1116, 5.5173)
H (-21.4023, -22.9364, 5.7092)
H (-17.2055, -17.2013, 9.2556)
H (-15.9368, -17.3121, 3.7672)
H (-25.0446, -17.7305, 3.8976)
H (-19.2462, -17.1140, 6.9219)
H (-21.7651, -15.3077, 5.2913)
H (-16.9080, -21.9155, 6.2625)
H (-17.7460, -20.5231, 5.4039)
H (-18.9710, -18.6357, 7.8219)
H (-20.9147, -18.2855, 5.3563)
H (-25.6956, -18.0289, 5.5307)
H (-21.1052, -20.2992, 6.2495)
H (-17.0688, -18.4173, 4.3442)
H (-14.2942, -18.5464, 5.2423)
H (-14.2052, -21.4378, 5.9776)
H (-22.0213, -14.1915, 6.6376)
H (-14.8384, -21.1438, 7.6542)
H (-18.8725, -18.6254, 6.1513)
H (-21.7318, -15.9569, 6.9930)
H (-23.0110, -22.0798, 5.8177)
H (-17.2832, -15.8554, 8.2246)
H (-21.6411, -20.7615, 7.7850)
H (-16.4846, -21.4642, 4.8165)

[2]
Computed, not measured: C43H31Cl2F13N2O9STa as an isolated structure, with ωB97M-V with the def2-TZVPD basis set.

Results
* frontier orbital gap: 0.2675 Eh
* relative energy (zero: lowest compared OMol25 entry of this formula, charge and spin): 13.44 kcal/mol
* net charge: -1
* 2S+1: 1
* highest occupied orbital energy: -5.4 eV
* strongest force on any atom: 0.953 eV Å⁻¹

CARTESIAN COORDINATES (ANGSTROEM)
Ta (-0.1650, -0.7675, 0.1885)
Cl (-0.7963, -3.7509, -1.5268)
Cl (1.3139, -5.2583, -2.9101)
S (0.9809, 1.5309, -0.2249)
F (-3.7872, -0.9016, 2.7313)
F (3.4160, -3.4058, -1.1180)
F (-4.1430, -3.0149, 3.0818)
F (-2.4422, -4.3870, 1.0271)
F (4.9905, -2.4754, 0.0179)
F (2.0539, -4.3942, 0.9072)
F (-1.9326, -4.5718, 3.1189)
F (1.8891, -3.1814, 2.6864)
F (-0.4111, -4.0451, 1.6815)
F (-4.0896, -2.2425, 1.0722)
F (3.7392, -1.2802, -1.2587)
F (-6.9470, 1.6757, -0.1148)
F (3.8359, -3.7438, 1.9559)
O (-0.0406, -0.8876, -4.0226)
O (-1.8436, 1.4147, 2.5120)
O (6.4514, 1.2545, -4.2265)
O (-1.5840, -1.7066, 1.0514)
O (1.4672, -1.8984, 0.0118)
O (7.4757, 1.3179, -2.2731)
O (-0.0592, -0.7015, -1.8063)
O (-2.8315, -0.9429, -1.3293)
O (-1.4370, 0.7549, 0.4038)
N (-2.9284, 2.2664, -3.8230)
N (0.5569, -0.6721, 2.1151)
C (4.9329, 1.7154, -0.9591)
C (6.3479, 1.3030, -3.0321)
C (-4.9573, 0.8677, -1.0733)
C (-3.9581, 2.1221, -2.8954)
C (-3.5193, -2.1298, 2.2735)
C (2.6573, 1.0500, -2.3926)
C (4.5399, 0.6133, 2.7316)
C (-3.7703, 2.7674, -6.0766)
C (-3.0067, 3.2918, -4.8654)
C (-1.9039, 1.3818, -3.8395)
C (-1.9724, -2.3561, 2.1926)
C (-1.7592, -2.1724, 4.6645)
C (1.8999, -0.1869, 2.2099)
C (-2.0032, 1.4998, 1.3191)
C (2.5403, 1.3835, -1.0435)
C (-1.6864, -3.8651, 2.0059)
C (2.6586, -2.0704, 0.7105)
C (2.9663, -0.8900, 1.6408)
C (2.5947, -3.3722, 1.5678)
C (5.0469, 1.3538, -2.3014)
C (-0.0194, -1.1198, 3.3284)
C (3.4630, 1.3814, 3.1714)
C (2.1687, 0.9913, 2.9031)
C (-3.9467, 1.0291, -2.0222)
C (0.6457, -0.9135, 4.5495)
C (3.6957, 1.7370, -0.3431)
C (3.7260, -2.2983, -0.4148)
C (-2.8457, 0.0462, -2.0505)
C (5.9574, 1.0248, 3.0230)
C (0.1092, -1.2735, 5.7700)
C (-5.9561, 1.7998, -1.0226)
C (-1.2376, -1.8341, 3.4199)
C (-5.9832, 2.8974, -1.8748)
C (-1.1275, -1.8859, 5.8615)
C (-0.5624, -0.5002, -2.9954)
C (-3.6103, 4.5585, -4.2741)
C (3.8943, 1.0349, -3.0115)
C (-1.7920, 0.3398, -2.9880)
C (-4.9913, 3.0758, -2.8177)
C (-1.7376, -2.2782, 7.1796)
C (4.2721, -0.5016, 1.9521)
C (-5.0011, 4.2826, -3.7224)
C (0.5894, -3.6605, -2.6131)
H (-5.7083, 4.1270, -4.5426)
H (5.1041, -1.0771, 1.5789)
H (-5.3626, 5.1475, -3.1639)
H (-1.6138, -3.3462, 7.3734)
H (-1.2712, -1.7356, 8.0026)
H (-6.7830, 3.6215, -1.7791)
H (3.6442, 2.2907, 3.7344)
H (6.0445, 1.4589, 4.0200)
H (1.6210, -0.4604, 4.5570)
H (1.3278, -3.0264, -2.1438)
H (-3.8580, 3.5428, -6.8393)
H (-2.8071, -2.0631, 7.1972)
H (-2.9572, 4.9142, -3.4739)
H (6.3048, 1.7762, 2.3085)
H (-2.6661, 2.2640, 0.8766)
H (3.5998, 2.0283, 0.6946)
H (-1.9753, 3.4992, -5.1571)
H (0.6790, -1.0644, 6.6695)
H (5.7974, 2.0147, -0.3734)
H (6.6339, 0.1721, 2.9614)
H (3.9926, 0.7642, -4.0543)
H (7.2347, 1.2494, -1.3435)
H (-4.7728, 2.4418, -5.7948)
H (-1.1374, 1.5653, -4.5834)
H (0.2562, -3.2461, -3.5565)
H (-2.6995, -2.7051, 4.7063)
H (1.3229, 1.5689, 3.2553)
H (-4.9164, 0.0208, -0.4005)
H (-3.6445, 5.3325, -5.0421)
H (1.7716, 0.7866, -2.9508)
H (-3.2517, 1.9123, -6.5104)

[3]
Computed, not measured: a 7-piece molecular cluster, C17H42F12N5O6P2 overall at a distorted geometry, with ωB97M-V with the def2-TZVPD basis set.

Results
* frontier orbital gap: 0.2184 Eh
* relative energy (zero: lowest compared OMol25 entry of this formula, charge and spin): 64.10 kcal/mol
* net charge: -1
* 2S+1: 1
* highest occupied orbital energy: -4.5 eV
* strongest force on any atom: 5.618 eV Å⁻¹

CARTESIAN COORDINATES (ANGSTROEM)
P (3.2463, -3.0675, 0.3112)
P (-0.7093, 1.6996, 1.6773)
F (0.9224, 1.3328, 1.6551)
F (4.1553, -3.9912, -0.6089)
F (-0.6355, 0.7605, 0.3843)
F (2.2854, -2.1298, 1.3604)
F (-0.4773, 3.0025, 0.6305)
F (2.3796, -4.3319, 0.7702)
F (-0.9984, 0.4396, 2.6041)
F (4.0942, -1.7474, -0.0654)
F (4.3460, -3.5025, 1.4670)
F (2.2169, -2.7463, -0.9037)
F (-2.4033, 1.8384, 1.5893)
F (-0.5860, 2.7207, 2.9105)
O (-0.1516, -2.0168, -2.8995)
O (3.7804, 3.5473, -1.4419)
O (3.2135, 1.8114, -0.3588)
O (5.2711, 2.2966, -0.5810)
O (0.2557, -1.6423, -4.9606)
O (1.3748, -0.7330, -3.4580)
N (-1.1786, 3.9517, -3.7121)
N (1.6227, -0.3617, -0.6487)
N (0.4785, -1.4698, -3.7684)
N (4.0466, 2.5217, -0.8743)
N (-0.3353, -4.0448, 4.1182)
C (-1.2582, 6.5708, -3.9307)
C (0.4165, -2.8574, 6.1487)
C (-1.7576, 2.7827, -2.8752)
C (-1.2602, 3.6506, -5.2021)
C (-1.8983, 5.2354, -3.3946)
C (-1.3027, -2.6665, 0.5148)
C (0.1811, -2.7060, 4.6956)
C (-1.2517, -3.9980, 2.8130)
C (0.7464, 2.4623, -2.9865)
C (-2.1859, -3.8826, -0.0781)
C (-1.1506, -4.5795, 5.3536)
C (0.9244, -4.8651, 3.8815)
C (-0.3926, -4.0692, 6.5719)
C (-0.5897, -2.9717, 1.7972)
C (-1.8016, 7.8786, -3.1989)
C (-0.6171, 1.7389, -2.8100)
C (0.3285, 3.8762, -3.2065)
H (0.5355, -5.8200, 3.5277)
H (-2.1448, -4.1335, 5.3831)
H (1.4792, -5.1359, 4.7798)
H (1.4827, -4.5155, 3.0130)
H (-2.2881, -3.7197, 3.0039)
H (-1.1125, 8.0433, -2.3706)
H (-0.6674, 1.1602, -1.8877)
H (-1.9244, 3.1236, -1.8534)
H (-2.6334, 2.3388, -3.3487)
H (-2.8673, 7.8758, -2.9698)
H (0.2194, -4.9110, 6.8956)
H (0.2670, -3.4971, 1.3752)
H (1.2846, -0.4947, -1.5910)
H (-3.1356, -3.5700, -0.5122)
H (0.0463, -1.9887, 6.6931)
H (1.8611, -1.3003, -0.3619)
H (-1.2357, -5.6629, 5.2699)
H (0.3779, 4.4959, -2.3112)
H (-0.1778, 6.6706, -3.8263)
H (2.3950, 0.2729, -0.5037)
H (-1.1799, -5.0247, 2.4542)
H (-2.5188, -4.6225, 0.6498)
H (-0.5413, -2.2593, -0.1505)
H (-0.5946, -1.9884, 4.4283)
H (1.2257, 2.0304, -3.8651)
H (-0.6875, 4.4069, -5.7388)
H (1.4756, 2.3667, -2.1820)
H (-1.8894, 5.2492, -2.3047)
H (0.9711, 0.1323, -0.0559)
H (-2.8937, 5.1920, -3.8365)
H (-0.6604, 0.8699, -3.4665)
H (-1.8760, 8.6923, -3.9203)
H (-0.9802, -3.7742, 7.4413)
H (-2.3273, 3.6298, -5.4234)
H (-0.8159, 2.6556, -5.2274)
H (-0.2485, -2.0273, 2.2214)
H (-1.7389, -4.3568, -0.9518)
H (0.8640, 4.4569, -3.9577)
H (1.4911, -2.8239, 6.3283)
H (-1.4095, 6.5720, -5.0101)
H (-1.9203, -1.7802, 0.6605)
H (1.1480, -2.5658, 4.2123)

[4]
Computed, not measured: C19H21NO6 in the gas phase, with ωB97M-V with the def2-TZVPD basis set.

Results
* frontier orbital gap: 0.3218 Eh
* relative energy (zero: lowest compared OMol25 entry of this formula, charge and spin): 53.22 kcal/mol
* 2S+1: 1
* highest occupied orbital energy: -8.2 eV
* strongest force on any atom: 0.614 eV Å⁻¹

CARTESIAN COORDINATES (ANGSTROEM)
O (2.0538, 0.6822, -3.7189)
O (0.6702, -1.3319, -3.2373)
O (1.9517, 3.0238, -2.0781)
O (-2.1796, -1.5470, -0.2970)
O (-0.2173, -2.6256, -0.4791)
O (-1.7849, -4.0371, 2.3874)
N (-0.1774, -2.4564, 2.1856)
C (-2.2022, -0.2622, 2.8558)
C (3.1686, 1.5169, -3.9393)
C (-1.8894, 2.1166, 2.8554)
C (-1.0311, -1.5563, -0.6545)
C (-0.2937, -2.3504, -3.3594)
C (-0.3911, 0.7563, -0.3859)
C (-0.9002, -0.4412, 3.3095)
C (-2.6939, 1.0107, 2.6302)
C (1.8550, 4.1669, -1.2636)
C (-0.5916, 1.9445, 3.3050)
C (-0.3615, -1.8378, 3.4841)
C (0.3476, 1.8819, -0.6586)
C (-0.7860, -3.7219, 0.2233)
C (-0.0976, 0.6700, 3.5263)
C (0.5376, -0.3593, -2.3055)
C (-0.9911, -3.4200, 1.7152)
C (-0.2903, -0.3855, -1.1819)
C (1.2104, 1.9196, -1.7542)
C (1.3059, 0.7962, -2.5861)
H (0.8382, 4.5711, -1.2542)
H (2.1772, 3.9616, -0.2380)
H (-0.2789, -2.6484, -4.4086)
H (3.8270, 1.5496, -3.0682)
H (-0.0384, -3.2139, -2.7391)
H (0.0393, 2.8034, 3.4826)
H (-0.0881, -4.5538, 0.1086)
H (-1.0522, 0.7368, 0.4658)
H (0.9172, 0.5386, 3.8753)
H (0.4259, -1.9726, 1.5363)
H (0.5950, -1.8240, 4.0153)
H (2.8718, 2.5334, -4.2051)
H (0.2444, 2.7369, -0.0127)
H (-3.7044, 1.1396, 2.2730)
H (-2.8231, -1.1255, 2.6694)
H (-1.2951, -1.9971, -3.0974)
H (-1.7589, -3.9915, -0.1993)
H (3.6987, 1.0627, -4.7765)
H (-1.0709, -2.4672, 4.0275)
H (-2.2740, 3.1104, 2.6790)
H (2.5275, 4.8969, -1.7120)

[5]
Computed, not measured: a 2-piece molecular cluster, C19H14F3N2O3S overall at a distorted geometry, with ωB97M-V with the def2-TZVPD basis set.

Results
* frontier orbital gap: 0.2020 Eh
* relative energy (zero: lowest compared OMol25 entry of this formula, charge and spin): 0.00 kcal/mol
* net charge: -1
* 2S+1: 1
* highest occupied orbital energy: -3.3 eV
* strongest force on any atom: 2.958 eV Å⁻¹

CARTESIAN COORDINATES (ANGSTROEM)
S (-1.4437, -3.1742, 0.4477)
F (-0.6086, -3.9400, 2.8654)
F (-1.7944, -2.0918, 2.8611)
F (-2.7871, -4.0321, 2.5882)
O (-2.6232, -2.4866, -0.0411)
O (-1.1326, -4.5022, -0.0334)
O (1.5922, 4.6209, -0.4888)
N (-2.1735, 1.3476, 3.4022)
N (-4.8959, -1.2475, 1.4424)
C (0.4989, -2.6657, -1.9086)
C (2.0945, -1.4348, -0.5167)
C (-2.6899, 0.0819, 1.1911)
C (0.7547, 3.5643, -0.3097)
C (-1.0765, 1.4300, -0.0952)
C (-2.3920, 0.7773, 2.4010)
C (2.6075, -1.9059, -2.8355)
C (0.8234, -2.0830, -0.6458)
C (-1.1615, 2.3637, -1.1575)
C (-0.3122, 3.4402, -1.2377)
C (-3.8686, -0.7101, 1.2916)
C (-2.0602, 0.3668, 0.0134)
C (-0.0284, 1.5844, 0.8357)
C (2.9680, -1.3666, -1.5908)
C (0.8911, 2.6172, 0.7329)
C (1.3754, -2.5665, -2.9801)
C (-0.0829, -2.1253, 0.4300)
C (2.7550, 4.7268, 0.3610)
C (-1.6784, -3.3349, 2.3076)
H (1.7015, 2.7082, 1.4607)
H (-1.9642, 2.2426, -1.8867)
H (-0.4546, -3.1860, -2.0182)
H (2.4592, 4.8878, 1.4074)
H (1.1087, -3.0124, -3.9411)
H (3.9418, -0.8883, -1.4645)
H (3.3882, 3.8309, 0.2842)
H (0.0884, -1.5595, 1.3376)
H (2.3473, -1.0077, 0.4562)
H (0.0714, 0.8694, 1.6490)
H (3.2843, 5.5994, -0.0243)
H (-0.4093, 4.2045, -2.0066)
H (3.2876, -1.8217, -3.6852)
H (-2.4014, -0.1212, -0.8988)

[6]
Computed, not measured: C10H13NO2S in the gas phase at a distorted geometry, with ωB97M-V with the def2-TZVPD basis set.

Results
* frontier orbital gap (alpha / beta): 0.2646 / 0.2646 Eh
* relative energy (zero: lowest compared OMol25 entry of this formula, charge and spin): 154.80 kcal/mol
* 2S+1: 1
* highest occupied orbital energy (alpha / beta): -8.3 / -8.3 eV
* strongest force on any atom: 4.261 eV Å⁻¹

CARTESIAN COORDINATES (ANGSTROEM)
S (-0.3463, -1.6097, -1.3845)
O (0.7035, 2.0425, -1.7428)
O (-0.3682, 1.2522, 0.0754)
N (0.8560, 1.3062, -0.7925)
C (-1.5537, 0.7279, -0.5682)
C (-1.4325, -0.7276, -0.4774)
C (-3.6582, 0.6496, 0.6597)
C (1.9475, -0.0792, 1.0110)
C (3.0960, 0.6445, -1.0923)
C (-3.6110, -0.8175, 0.5639)
C (1.8581, 0.6743, -0.3063)
C (2.3134, -1.5147, 0.9058)
C (-2.4053, -1.4587, 0.3088)
C (-2.6719, 1.3756, 0.1627)
H (2.7716, 0.4195, 1.5707)
H (-2.4575, -2.4861, 0.3415)
H (-1.6895, 1.1209, -1.6704)
H (-2.5916, 2.4592, 0.2221)
H (3.9340, 0.5936, -0.4422)
H (0.9772, -0.1546, 1.5084)
H (1.7707, -2.0711, 0.1838)
H (2.9678, -0.2574, -1.7976)
H (2.0587, -1.9321, 1.8678)
H (-4.5562, -1.2074, 0.8771)
H (3.1936, 1.6082, -1.7686)
H (-4.4257, 1.1124, 1.1278)
H (3.3196, -1.6705, 0.6561)

| no. | DFT total energy (hartree) |
| --- | --- |
| 1 | -7783.75706 |
| 2 | -5118.19649 |
| 3 | -3279.39940 |
| 4 | -1242.79077 |
| 5 | -1765.41161 |
| 6 | -992.05273 |